ORCA calculation (ωB97M-V with the def2-TZVPD basis set) on an isolated molecule of C5H11N in a non-equilibrium geometry.

Structure (SMILES): C=C(CC)NC

Each line ends with the natural charge from an NBO analysis.
Geometry (Å):
C (1.21, 1.39, 1.03)  -0.5845
C (0.51, 0.43, 0.25)  0.2418
C (-1.02, 0.20, -0.08)  -0.4384
C (-2.00, 0.16, 1.15)  -0.6076
N (1.32, -0.35, -0.68)  -0.6442
C (0.98, -1.41, -1.65)  -0.4054
H (2.20, 1.67, 1.00)  0.2000
H (0.68, 1.99, 1.84)  0.2004
H (-1.41, 1.05, -0.54)  0.2204
H (-1.13, -0.59, -0.72)  0.1987
H (-1.51, -0.18, 2.17)  0.2108
H (-2.28, 1.21, 1.29)  0.2126
H (-2.74, -0.58, 0.86)  0.2142
H (2.30, -0.26, -0.30)  0.3806
H (0.24, -2.04, -1.22)  0.1934
H (1.93, -1.84, -1.92)  0.2120
H (0.71, -0.85, -2.48)  0.1952

ORCA calculation (ωB97M-V with the def2-TZVPD basis set) on an isolated molecule of C4H7N3O2 in a non-equilibrium geometry.

Structure (SMILES): NCCc1no[nH]c1=O

Each line ends with the natural charge from an NBO analysis.
Geometry (Å):
N (-2.94, -0.01, -0.15)  -0.8535
C (-1.51, -0.47, -0.34)  -0.2119
C (-0.54, 0.24, 0.40)  -0.4314
C (0.88, -0.17, 0.15)  0.0817
N (1.27, -1.40, 0.11)  -0.0345
O (2.56, -1.47, -0.06)  -0.1335
N (3.06, -0.13, -0.06)  -0.3175
C (2.02, 0.71, -0.03)  0.5329
O (1.98, 2.00, -0.07)  -0.6258
H (-3.12, 0.95, -0.53)  0.3634
H (-3.28, -0.08, 0.89)  0.3573
H (-1.49, -0.54, -1.27)  0.1937
H (-1.44, -1.49, 0.10)  0.1854
H (-0.58, 1.46, 0.06)  0.2254
H (-0.80, 0.25, 1.44)  0.2345
H (3.91, 0.15, -0.63)  0.4338

ORCA calculation (ωB97M-V with the def2-TZVPD basis set) on an isolated molecule of C6H12 in a non-equilibrium geometry.

Structure (SMILES): C[C@H]1[C@H](C)[C@H]1C

Each line ends with the natural charge from an NBO analysis.
Geometry (Å):
C (-1.16, 1.56, 0.10)  -0.6106
C (-0.03, 0.77, -0.45)  -0.2576
C (0.85, -0.08, 0.38)  -0.2195
C (2.35, -0.08, 0.07)  -0.6130
C (-0.17, -0.72, -0.58)  -0.2212
C (-1.38, -1.45, 0.12)  -0.6335
H (-1.38, 1.32, 1.17)  0.2105
H (-2.12, 1.34, -0.47)  0.2095
H (-1.08, 2.77, 0.16)  0.2156
H (0.46, 1.17, -1.30)  0.2123
H (0.48, -0.24, 1.45)  0.2119
H (2.67, -1.13, 0.32)  0.2100
H (2.54, 0.16, -1.04)  0.2085
H (2.97, 0.67, 0.70)  0.2167
H (0.32, -1.16, -1.46)  0.2162
H (-1.23, -2.54, 0.30)  0.2188
H (-2.30, -1.31, -0.53)  0.2081
H (-1.79, -1.06, 1.09)  0.2172

ORCA calculation (ωB97M-V with the def2-TZVPD basis set) on a structure of composition C34H47BrCaN5O7S in a non-equilibrium geometry.

Net charge: -1

Each line ends with the Mulliken charge.
Geometry (Å):
Ca (-0.21, -0.18, 1.77)  0.6875
N (-0.65, 0.93, 4.10)  -0.3065
C (0.11, 0.96, 5.35)  -0.8144
C (0.75, 2.32, 5.61)  -0.7730
C (1.68, 2.82, 4.51)  -0.4283
N (1.06, 3.44, 3.34)  -0.2474
H (-1.35, 1.66, 4.04)  0.1295
H (-1.11, 0.03, 4.04)  0.3425
H (0.91, 0.22, 5.25)  0.3036
H (-0.49, 0.67, 6.21)  0.4139
H (1.31, 2.23, 6.55)  0.4088
H (-0.03, 3.07, 5.79)  0.2612
H (2.29, 1.98, 4.16)  0.0763
H (2.38, 3.54, 4.93)  0.4639
H (0.56, 4.28, 3.63)  0.3203
H (0.33, 2.84, 2.96)  -0.2469
C (-5.66, -2.26, -4.20)  -1.3941
C (-5.05, -1.95, -2.86)  1.0563
C (-5.38, -2.67, -1.73)  -0.7028
C (-4.81, -2.38, -0.49)  -0.8857
C (-3.89, -1.35, -0.39)  -0.8521
C (-3.55, -0.61, -1.51)  0.1085
C (-4.13, -0.91, -2.73)  -0.7042
S (-3.05, -1.06, 1.15)  1.5433
O (-3.94, -1.55, 2.18)  -0.8292
O (-2.75, 0.37, 1.16)  -0.6006
N (-1.68, -1.80, 1.06)  -0.2396
C (-1.48, -3.06, 1.77)  -0.8025
C (-0.24, -2.98, 2.69)  0.2795
O (0.45, -3.99, 2.81)  -0.7894
O (-0.04, -1.84, 3.24)  -0.6722
H (-6.39, -3.07, -4.11)  0.3430
H (-4.90, -2.57, -4.92)  0.3018
H (-6.17, -1.39, -4.62)  0.3276
H (-6.10, -3.48, -1.80)  0.2889
H (-5.07, -2.94, 0.39)  0.4536
H (-2.84, 0.20, -1.42)  0.3591
H (-3.86, -0.32, -3.61)  0.4122
H (-1.35, -3.90, 1.08)  0.2312
H (-2.34, -3.29, 2.41)  0.6705
C (2.31, 3.68, -0.78)  -0.6731
N (2.92, 2.35, -0.55)  0.1965
C (2.26, 1.30, -1.39)  -1.0225
C (2.91, 2.02, 0.95)  -0.0306
C (3.35, 0.62, 1.20)  -0.0815
C (4.73, 0.37, 1.20)  -0.4921
C (5.20, -0.92, 1.36)  -0.8223
C (4.28, -1.94, 1.55)  -0.8628
C (2.91, -1.66, 1.58)  -0.7773
C (2.37, -0.38, 1.39)  1.0421
H (2.44, 3.97, -1.82)  0.3144
H (2.78, 4.40, -0.11)  0.3225
H (1.25, 3.59, -0.54)  0.2363
H (3.90, 2.38, -0.82)  0.3913
H (1.25, 1.18, -1.04)  0.0301
H (2.80, 0.37, -1.27)  0.4108
H (2.28, 1.64, -2.43)  0.3966
H (1.89, 2.20, 1.28)  -1.1194
H (3.57, 2.78, 1.38)  0.6714
H (5.44, 1.20, 1.10)  0.3503
H (6.27, -1.12, 1.37)  0.3715
H (4.62, -2.96, 1.71)  0.4932
H (2.25, -2.50, 1.80)  0.3744
O (0.43, -0.61, -2.42)  -0.4247
C (0.41, -1.82, -2.47)  -0.4154
C (0.37, -2.71, -1.26)  1.9761
C (1.63, -3.61, -1.25)  -1.4760
C (2.88, -2.93, -1.84)  0.7972
C (3.02, -3.04, -3.37)  -0.9708
C (1.99, -2.25, -4.18)  -0.6880
N (0.63, -2.50, -3.68)  -0.2194
H (-0.55, -3.30, -1.24)  0.4860
H (0.36, -2.09, -0.37)  -1.4522
H (1.44, -4.54, -1.79)  0.5346
H (1.82, -3.89, -0.22)  0.5039
H (3.76, -3.40, -1.40)  0.4091
H (2.91, -1.89, -1.53)  -0.7251
H (2.95, -4.10, -3.65)  0.3173
H (4.02, -2.72, -3.67)  0.4150
H (2.04, -2.52, -5.24)  0.3720
H (2.16, -1.18, -4.11)  0.2627
H (0.49, -3.49, -3.55)  0.4003
Br (-2.91, 5.51, 0.83)  -0.1885
C (-2.57, 4.33, -0.62)  0.1407
C (-3.17, 4.69, -1.82)  -0.5260
C (-2.97, 3.93, -2.96)  -0.6349
C (-2.18, 2.79, -2.89)  -0.6948
C (-1.59, 2.44, -1.69)  -0.0950
C (-1.78, 3.19, -0.52)  0.3393
C (-1.09, 2.69, 0.75)  -0.1242
O (-1.36, 3.19, 1.84)  -0.8032
O (-0.22, 1.77, 0.55)  1.8635
H (-3.78, 5.58, -1.85)  0.4039
H (-3.45, 4.22, -3.89)  0.3790
H (-2.02, 2.18, -3.77)  0.4415
H (-0.99, 1.55, -1.62)  0.1822

Computed calculated total energy, in the same sequence as the records: -251.7663; -471.2051; -235.7471; -5774.2626 Ha.
Computed HOMO level, in the same sequence as the records: -7.38; -9.45; -9.50; -5.03 eV.
Computed gap between HOMO and LUMO, in the same sequence as the records: 8.402; 9.690; 10.695; 7.004 eV.